Computed, not measured: a 16-piece molecular cluster, C32H96O32 overall in a non-equilibrium geometry, with ωB97M-V/def2-TZVPD.

Cartesian coordinates (Å):
C: -4.975785 -2.904913 0.664627
C: -3.849370 -3.397039 1.601113
O: -2.535770 -3.003319 1.204347
O: -6.213158 -3.406026 1.099388
H: -4.735393 -3.327947 -0.338062
H: -4.913795 -1.816685 0.494510
H: -3.910857 -4.513544 1.646859
H: -3.999196 -2.985610 2.581056
H: -1.863727 -3.736432 1.377928
H: -6.724441 -2.740792 1.574435
C: 2.188598 -1.052966 4.758515
C: 2.332027 -0.664080 6.255622
O: 1.277159 -1.206042 7.008852
O: 1.631763 0.033871 3.970294
H: 1.583814 -1.949003 4.672933
H: 3.200174 -1.153692 4.414006
H: 2.333928 0.447634 6.336963
H: 3.259754 -1.029165 6.708886
H: 0.519579 -0.672509 6.729108
H: 0.671674 0.083321 3.964082
C: -2.357756 3.482508 3.036444
C: -1.292261 4.552461 2.884143
O: -0.915173 4.816600 1.519942
O: -1.947221 2.223330 2.528374
H: -3.299529 3.685004 2.536235
H: -2.599218 3.276700 4.082567
H: -0.434164 4.092007 3.403026
H: -1.624873 5.476742 3.384531
H: -0.236512 4.208665 1.184857
H: -2.142350 2.184088 1.548709
C: 0.035856 -2.269955 -4.058811
C: 0.803600 -2.841647 -5.213972
O: 0.840396 -4.258753 -5.190188
O: -1.152121 -3.005126 -3.975735
H: -0.141995 -1.182942 -4.156732
H: 0.655578 -2.422780 -3.128672
H: 1.865203 -2.452001 -5.104011
H: 0.442891 -2.636092 -6.250146
H: -0.076820 -4.449954 -5.027575
H: -1.155151 -3.510243 -3.118067
C: -3.113338 3.531692 -0.618512
C: -3.580231 3.366214 -2.032248
O: -2.644590 2.627559 -2.824798
O: -3.189374 2.282405 0.116717
H: -3.703144 4.234824 -0.044620
H: -2.110000 3.944151 -0.659640
H: -3.678496 4.328505 -2.528173
H: -4.559815 2.893690 -2.207422
H: -1.763166 3.046040 -2.757626
H: -2.621244 1.635121 -0.353882
C: -1.164971 -0.557907 -0.509617
C: -0.347419 -0.455993 0.720300
O: 1.085401 -0.364278 0.437766
O: -1.100563 0.701705 -1.270925
H: -2.197355 -0.824544 -0.162504
H: -0.860722 -1.382903 -1.147469
H: -0.525064 -1.421886 1.242234
H: -0.653094 0.387695 1.443282
H: 1.291818 0.603125 0.426517
H: -1.620033 0.606664 -2.083415
C: 1.878464 0.670240 -2.930738
C: 2.881861 1.600210 -3.551951
O: 2.189201 2.794151 -3.948289
O: 2.509477 -0.560071 -2.578356
H: 0.959372 0.575363 -3.555532
H: 1.369361 1.154712 -2.061631
H: 3.409356 1.122842 -4.368951
H: 3.660627 1.901184 -2.814218
H: 1.656469 2.495701 -4.715243
H: 1.981791 -1.156766 -2.047091
C: -3.844774 -0.199304 -3.031958
C: -4.614427 -0.761325 -4.285167
O: -4.540785 0.115950 -5.365912
O: -2.460716 0.112270 -3.537024
H: -3.777422 -0.958027 -2.232986
H: -4.256578 0.767620 -2.716470
H: -5.665760 -0.733986 -4.089508
H: -4.200740 -1.734105 -4.517219
H: -3.622560 0.062301 -5.712379
H: -2.495963 0.940490 -4.021783
C: 4.381692 -2.595543 -0.737265
C: 3.206570 -3.235065 0.018771
O: 1.891371 -2.665724 -0.413248
O: 4.571063 -1.276130 -0.463151
H: 4.217953 -2.695254 -1.808757
H: 5.284773 -3.121796 -0.415692
H: 3.210203 -3.050413 1.054476
H: 3.185871 -4.266431 -0.250959
H: 1.768692 -1.772886 -0.058481
H: 4.159236 -0.780778 -1.202987
C: -0.031458 -5.200551 0.268269
C: -0.980493 -5.286647 -0.922384
O: -1.573931 -4.020753 -1.257489
O: -0.692535 -4.807849 1.476438
H: 0.760549 -4.471498 0.002877
H: 0.452881 -6.152146 0.387810
H: -1.782051 -5.969622 -0.822487
H: -0.429807 -5.739369 -1.750313
H: -1.850564 -3.503299 -0.456819
H: 0.004391 -4.655968 2.172383
C: -1.697835 -2.185796 4.288027
C: -1.943446 -0.747723 4.453877
O: -0.995723 -0.002027 3.732393
O: -0.533784 -2.656238 4.913482
H: -1.536161 -2.411183 3.245590
H: -2.653308 -2.713804 4.577933
H: -1.957661 -0.529038 5.515623
H: -2.882719 -0.417739 4.146846
H: -1.326291 0.936019 3.578424
H: -0.554880 -2.413820 5.841829
C: 4.169419 0.774179 2.178630
C: 3.708993 1.974943 1.412263
O: 4.475359 3.104876 1.823677
O: 4.252688 1.211408 3.549659
H: 5.211499 0.617491 1.816581
H: 3.591279 -0.189773 2.167826
H: 2.636032 2.015025 1.666220
H: 3.799374 1.928598 0.333896
H: 4.740620 2.929829 2.748999
H: 3.342719 1.091403 3.895697
C: 0.510835 4.765959 -1.925389
C: 1.355801 4.012517 -0.950532
O: 0.613296 2.962907 -0.188006
O: -0.185020 3.792288 -2.749865
H: 1.102181 5.417646 -2.562081
H: -0.341246 5.307473 -1.439773
H: 1.660799 4.831164 -0.253158
H: 2.206978 3.552613 -1.413357
H: -0.034790 2.552848 -0.784439
H: 0.537526 3.339573 -3.197972
C: 2.522537 -5.759663 3.897732
C: 2.003734 -4.386805 4.092080
O: 0.870136 -4.005902 3.252486
O: 1.706197 -6.656379 4.644818
H: 3.523083 -5.986577 4.255658
H: 2.676026 -6.031418 2.810854
H: 2.816848 -3.662166 3.913255
H: 1.787359 -4.379516 5.176662
H: 0.530262 -3.260728 3.733320
H: 0.804216 -6.241896 4.744740
C: -1.565314 1.060358 -7.376266
C: -0.928377 2.100983 -6.528109
O: 0.388754 1.700826 -6.167495
O: -1.949954 -0.194609 -6.597035
H: -0.915620 0.801930 -8.190436
H: -2.544482 1.461145 -7.706277
H: -1.565923 2.350476 -5.626360
H: -0.871913 3.040321 -7.134137
H: 0.347186 0.733772 -6.119929
H: -1.805763 -0.900635 -7.204999
C: 1.646972 6.865738 2.444271
C: 2.601828 5.680062 2.417155
O: 3.445976 5.839024 1.247393
O: 2.412693 8.053653 2.300576
H: 1.044046 6.734953 3.328793
H: 0.977211 6.785500 1.562063
H: 1.969229 4.797402 2.409029
H: 3.270992 5.707029 3.295035
H: 4.064269 5.100532 1.330469
H: 3.204640 7.703691 1.836823

Force components x, y, z for each atom (eV/Å):
C 1.7 -0.3 -1.0
C 0.2 -0.8 -0.4
O -0.1 -0.1 -0.5
O -0.3 0.2 0.1
H -0.4 0.1 0.5
H -0.3 -0.2 0.5
H -0.1 0.8 0.1
H -0.4 0.1 0.8
H -0.5 0.4 0.1
H 0.3 0.0 -0.1
C -0.2 1.9 0.6
C 0.3 0.4 -0.7
O -1.1 0.3 0.3
O 1.7 -0.4 0.4
H 0.3 0.1 0.0
H 0.4 -0.5 -0.6
H 0.1 -0.6 -0.1
H -0.1 -0.1 -0.3
H -0.1 -0.2 0.4
H -0.7 -0.5 0.2
C -0.7 -0.6 -0.4
C 0.7 -0.9 -0.3
O -0.7 0.4 0.6
O 0.6 -0.3 -0.6
H -0.2 0.7 -0.1
H 0.2 0.5 0.1
H 0.0 0.6 0.1
H 0.3 -0.2 -0.4
H -0.2 -0.3 0.3
H -0.2 0.2 1.0
C 0.6 -0.1 0.8
C 2.3 0.4 -1.2
O 0.7 0.3 0.5
O -0.9 -0.7 1.3
H -0.2 -0.4 -0.1
H -0.6 0.1 -0.8
H -1.0 -0.5 -0.4
H -0.1 0.8 0.8
H -0.8 -0.6 0.2
H -0.3 0.9 -0.8
C -0.5 -0.8 0.3
C -0.1 0.2 -1.5
O -0.1 0.0 0.3
O 0.7 0.2 -0.5
H -0.3 0.2 -0.1
H 0.4 -0.2 0.3
H -0.1 0.6 0.3
H 0.3 -0.1 0.7
H -0.2 0.1 0.0
H -0.1 0.3 -0.1
C -1.0 1.1 -0.8
C 0.7 0.1 1.4
O -0.9 1.7 0.4
O 0.0 -0.7 1.7
H 0.5 0.5 -0.4
H 0.3 -0.1 -0.1
H 0.3 0.7 0.0
H 0.4 -1.3 -1.4
H -0.1 -1.1 -0.1
H -0.2 -0.3 -0.7
C -1.5 -0.2 1.3
C 0.4 0.6 1.0
O -0.1 -0.7 -0.7
O 0.6 0.8 -0.8
H 0.8 -0.5 -0.4
H 0.9 -0.2 -0.1
H 0.0 0.0 -0.4
H -0.6 -0.2 -0.4
H 0.1 0.4 0.1
H -0.6 -0.1 0.4
C 1.1 0.4 -2.3
C 0.5 1.1 1.4
O 1.3 0.5 -0.8
O -1.0 -1.5 1.0
H 0.2 0.5 -0.3
H -0.1 -0.5 0.2
H -0.7 -0.8 0.6
H -0.1 -0.4 -0.1
H -0.6 0.0 0.0
H -0.4 0.3 0.2
C -0.5 -1.7 0.3
C -1.6 2.1 -2.1
O 1.5 -1.2 -0.6
O -0.3 2.6 -0.2
H 0.0 -0.6 -0.2
H 0.1 -0.3 -0.3
H 0.6 -0.1 1.5
H -0.2 -0.9 0.1
H 0.2 0.2 0.4
H 0.2 -0.1 0.7
C 0.1 0.8 -0.7
C 0.2 0.9 0.6
O 0.5 0.2 -0.2
O 0.2 -0.5 -0.4
H -0.5 -0.2 0.2
H 0.1 -0.7 0.2
H -1.0 -1.0 0.9
H 0.3 0.8 -0.3
H 0.2 -0.8 -0.6
H -0.6 0.1 -0.5
C -1.6 -1.2 -0.8
C 1.1 0.8 0.5
O 0.1 1.4 0.3
O -0.3 0.2 0.8
H -0.2 0.0 -0.5
H 1.1 0.1 0.1
H 0.4 0.3 0.7
H -2.0 -0.1 -0.8
H 0.2 -1.2 -0.3
H 0.3 -0.1 0.3
C 1.8 -0.9 0.3
C -1.2 0.1 0.2
O -0.1 0.0 0.2
O -0.5 -0.5 0.2
H -0.5 -0.5 0.6
H 0.3 1.2 -0.7
H 0.0 0.9 -0.1
H 0.1 -0.4 -0.2
H -0.3 0.0 -0.4
H 0.4 0.1 -0.1
C -2.2 -1.0 -0.2
C -0.8 0.5 2.0
O 0.7 1.5 -0.6
O 0.2 0.6 0.0
H 0.1 0.2 0.1
H 1.1 -0.1 -0.2
H 0.3 -1.1 0.0
H 0.5 -0.2 -0.3
H 0.1 -0.1 -0.1
H 0.3 -0.5 -0.4
C -0.1 -1.6 -1.2
C 1.2 1.1 0.0
O 2.4 -1.5 0.8
O -1.6 0.2 -0.3
H 0.2 0.9 0.5
H -1.0 0.1 0.7
H -0.3 -0.2 0.0
H -0.5 0.6 -0.4
H -0.9 0.7 0.3
H 1.4 -0.8 -0.3
C -2.5 -1.0 0.9
C -0.3 0.9 0.7
O 0.0 -0.1 0.2
O 1.2 2.7 -0.3
H 0.2 -0.2 -0.5
H 0.6 -0.2 -0.3
H 0.7 -0.4 -0.7
H 0.1 -0.7 0.5
H 0.2 0.1 0.2
H 0.0 -1.0 -0.5
C 0.7 -0.6 -1.7
C 0.2 1.0 -0.2
O -0.7 -0.6 0.7
O 0.2 -0.4 0.4
H -0.1 0.8 0.6
H 0.1 -0.1 0.5
H 0.3 -0.6 -0.2
H -0.5 -0.2 -0.1
H 0.2 -0.2 -0.3
H -0.4 0.7 0.2

## Properties
frontier orbital gap = 9.779 eV
E_HOMO = -9.667 eV
DFT total energy = -3684.262212 a.u.
ΔE to the lowest compared entry with this formula, charge and spin = 32.0 kcal/mol